Entry 1:
Here is a 3-piece molecular cluster, C4H4N2 overall from OMol25. Energies are from ωB97M-V with the def2-TZVPD basis set.

Element x y z (Å)
1 C 1.80 1.42 0.29
2 C 2.10 0.43 -0.33
3 N 0.47 -2.40 -0.22
4 N -0.40 -2.63 0.42
5 C -2.42 0.03 0.21
6 C -1.53 0.66 -0.29
7 H 1.53 2.30 0.83
8 H 2.36 -0.46 -0.86
9 H -3.21 -0.53 0.66
10 H -0.71 1.19 -0.72

Output
LUMO = 0.0479 hartree
SMILES = C#C.C#C.N#N
Gap between HOMO and LUMO = 11.8 eV
HOMO level = -10.507 eV
E = -264.2035 a.u.
Multiplicity = 1
Relative energy (zero: lowest compared OMol25 entry of this formula, charge and spin) = 322.9 kJ/mol

Entry 2:
Here is a 6-piece molecular cluster, C26H67N6O11 overall from OMol25. Energies are from ωB97M-V with the def2-TZVPD basis set.

Element x y z (Å)
1 N 1.11 0.11 -0.26
2 O 2.23 -0.29 0.17
3 O 0.91 -0.07 -1.41
4 O 0.27 0.49 0.57
5 C -0.77 -2.80 1.30
6 O 0.47 -2.63 2.07
7 C 1.14 -3.79 1.91
8 C 2.50 -3.63 2.68
9 N 2.45 -2.91 3.92
10 C 1.57 -3.49 4.94
11 C 1.77 -2.56 6.16
12 O 1.07 -1.29 5.90
13 C 0.80 -0.52 7.07
14 H -0.52 -2.93 0.25
15 H -1.21 -1.82 1.47
16 H -1.41 -3.54 1.78
17 H 1.24 -4.04 0.85
18 H 0.45 -4.59 2.19
19 H 3.05 -2.99 2.00
20 H 3.05 -4.57 2.81
21 H 3.29 -2.49 4.30
22 H 1.96 -4.47 5.24
23 H 0.55 -3.53 4.57
24 H 2.83 -2.35 6.29
25 H 1.24 -2.82 7.07
26 H -0.07 -1.01 7.51
27 H 0.41 0.50 7.02
28 H 1.66 -0.53 7.74
29 C 1.93 3.55 -9.06
30 O 1.44 2.81 -7.92
31 C 2.35 1.93 -7.26
32 C 1.38 1.10 -6.45
33 N 0.78 0.00 -7.09
34 C -0.38 -0.55 -6.44
35 C 0.00 -1.65 -5.51
36 O -1.13 -2.22 -4.76
37 C -1.69 -1.39 -3.72
38 H 1.94 2.88 -9.92
39 H 2.83 4.15 -8.86
40 H 1.22 4.37 -9.14
41 H 3.02 2.45 -6.58
42 H 2.87 1.37 -8.03
43 H 0.61 1.82 -6.19
44 H 1.75 0.77 -5.48
45 H 0.90 0.08 -8.09
46 H -0.86 -1.13 -7.23
47 H -1.10 0.15 -6.03
48 H 0.78 -1.41 -4.79
49 H 0.36 -2.45 -6.15
50 H -0.93 -1.11 -2.99
51 H -2.49 -1.81 -3.11
52 H -2.14 -0.51 -4.18
53 C -1.27 6.67 6.88
54 O -1.28 5.29 6.63
55 C -0.33 4.93 5.61
56 C -0.10 3.31 5.54
57 N 0.29 2.85 4.23
58 C -0.81 2.64 3.24
59 C -1.82 1.50 3.64
60 O -1.11 0.17 3.89
61 C -1.85 -0.84 4.43
62 H -0.47 6.94 7.58
63 H -2.22 6.95 7.33
64 H -1.28 7.20 5.93
65 H 0.61 5.48 5.67
66 H -0.83 5.37 4.75
67 H -1.08 2.97 5.88
68 H 0.64 3.30 6.34
69 H 1.01 3.47 3.90
70 H -0.44 2.27 2.28
71 H -1.26 3.61 3.04
72 H -2.44 1.34 2.76
73 H -2.43 1.82 4.49
74 H -2.70 -0.95 3.75
75 H -2.29 -0.54 5.38
76 H -1.27 -1.74 4.59
77 C 3.85 -4.23 -3.31
78 C 2.82 -3.20 -2.94
79 C 1.33 -3.66 -2.91
80 O 1.27 -4.80 -2.04
81 C -0.13 -5.04 -1.65
82 N 3.21 -2.79 -1.64
83 H 4.72 -3.73 -3.74
84 H 3.23 -4.89 -3.92
85 H 4.20 -4.78 -2.44
86 H 2.96 -2.32 -3.57
87 H 1.13 -3.96 -3.94
88 H 0.69 -2.82 -2.63
89 H -0.69 -5.39 -2.53
90 H -0.61 -4.09 -1.41
91 H -0.30 -5.82 -0.91
92 H 2.54 -2.07 -1.41
93 H 2.79 -3.57 -1.16
94 C -3.75 0.51 -1.03
95 C -3.45 1.98 -1.34
96 C -2.83 2.72 -0.08
97 O -2.24 4.06 -0.29
98 C -3.17 5.04 -0.67
99 N -2.50 2.01 -2.49
100 H -4.27 0.12 -1.91
101 H -4.43 0.56 -0.18
102 H -2.94 -0.21 -1.12
103 H -4.36 2.42 -1.76
104 H -2.02 2.09 0.29
105 H -3.57 2.73 0.72
106 H -3.87 5.24 0.13
107 H -3.77 4.77 -1.54
108 H -2.63 5.97 -0.86
109 H -1.72 1.52 -2.08
110 H -2.21 2.97 -2.54

Output
LUMO (spin up / spin down) = -0.0114 / -0.1552 hartree
Gap between HOMO and LUMO (spin up / spin down) = 7.7 / 3.8 eV
HOMO level (spin up / spin down) = -8.023 / -8.022 eV
E = -2186.4080 a.u.
Multiplicity = 2

Entry 3:
Here is C34H40GeN6O4S2Ti as an isolated structure from OMol25. Energies are from ωB97M-V with the def2-TZVPD basis set.

Element x y z (Å)
1 Ti -0.04 -0.11 -0.06
2 C -0.50 1.22 -3.25
3 C 0.64 1.20 -2.45
4 C 0.72 2.03 -1.34
5 C -0.36 2.87 -1.01
6 C -1.48 2.91 -1.82
7 C -1.54 2.09 -2.94
8 H -0.55 0.60 -4.13
9 H 1.51 0.66 -2.78
10 H 1.66 2.19 -0.84
11 H -0.29 3.53 -0.15
12 H -2.30 3.57 -1.58
13 H -2.41 2.13 -3.59
14 N 2.19 -0.67 -0.10
15 C 3.03 0.22 0.75
16 C 4.17 -0.55 1.41
17 C 4.82 -0.04 2.71
18 C 5.49 1.35 2.76
19 N 5.85 1.95 1.45
20 C 5.51 3.18 1.04
21 N 4.45 3.80 1.53
22 N 6.24 3.76 0.08
23 C 2.08 1.00 1.67
24 O 2.50 1.68 2.58
25 O 0.83 0.95 1.29
26 H 2.05 -1.55 0.41
27 H 2.68 -0.97 -0.94
28 H 3.44 0.99 0.10
29 H 4.95 -0.72 0.66
30 H 3.77 -1.54 1.65
31 H 5.58 -0.77 2.97
32 H 4.07 -0.06 3.50
33 H 6.42 1.26 3.32
34 H 4.87 2.05 3.30
35 H 6.67 1.56 1.00
36 H 3.76 3.29 2.04
37 H 4.25 4.75 1.26
38 H 7.16 3.42 -0.16
39 H 6.01 4.68 -0.26
40 O -4.36 0.58 3.07
41 C -4.71 0.97 1.83
42 C -5.95 1.59 1.70
43 C -6.40 2.01 0.47
44 C -5.63 1.81 -0.68
45 C -4.41 1.21 -0.57
46 C -3.92 0.78 0.69
47 C -2.59 0.19 0.75
48 O -1.77 0.30 -0.33
49 N -2.17 -0.42 1.80
50 N -0.87 -0.94 1.66
51 C -0.38 -1.38 2.77
52 S 1.17 -2.16 2.82
53 C 1.35 -1.93 4.62
54 C -0.01 -2.19 5.21
55 S -1.23 -1.25 4.26
56 H -3.52 0.09 3.01
57 H -6.55 1.72 2.60
58 H -7.37 2.48 0.39
59 H -6.00 2.13 -1.65
60 H -3.80 1.03 -1.44
61 H 1.68 -0.91 4.79
62 H 2.11 -2.64 4.96
63 H -0.06 -1.85 6.25
64 H -0.28 -3.25 5.17
65 Ge 0.39 -2.26 -2.76
66 C -1.01 -3.59 -3.06
67 C -1.89 -3.38 -4.13
68 C -2.88 -4.31 -4.41
69 C -3.01 -5.45 -3.62
70 C -2.14 -5.66 -2.55
71 C -1.14 -4.74 -2.27
72 C 1.72 -3.29 -1.69
73 C 1.52 -3.74 -0.37
74 C 2.52 -4.44 0.31
75 C 3.73 -4.70 -0.31
76 C 3.94 -4.27 -1.61
77 C 2.95 -3.57 -2.29
78 H -0.21 -1.51 -0.94
79 H -1.80 -2.50 -4.75
80 H -3.56 -4.15 -5.24
81 H -3.78 -6.18 -3.84
82 H -2.24 -6.55 -1.94
83 H -0.46 -4.93 -1.45
84 H 0.56 -3.58 0.12
85 H 2.33 -4.79 1.32
86 H 4.50 -5.25 0.22
87 H 4.88 -4.49 -2.11
88 H 3.14 -3.23 -3.31

Output
LUMO (spin up / spin down) = -0.2376 / -0.2375 hartree
Gap between HOMO and LUMO (spin up / spin down) = 5.6 / 5.6 eV
HOMO level (spin up / spin down) = -12.061 / -12.063 eV
E = -5671.4475 a.u.
Multiplicity = 1
Relative energy (zero: lowest compared OMol25 entry of this formula, charge and spin) = 202.2 kJ/mol
Charge = +2